(1)
# CH4N3P

A 2-piece molecular cluster, CH4N3P overall in a non-equilibrium geometry (wB97M-V/def2-TZVPD, the OMol25 dataset).

LUMO level   -0.38 eV
HOMO level   -0.32490 hartree
2S+1   1
E_tot   -14856.808 eV

Geometry (Å):
C 1.9692 -1.0239 -0.4611
N 1.0915 -0.5326 0.2688
N 0.4010 0.0678 0.9404
N -3.0073 -0.9451 -0.0181
P -1.9202 0.1570 -0.1658
H 2.9961 -1.0829 0.0461
H 2.1212 -1.1347 -1.5316
H -3.3690 -1.0269 0.9065
H -1.3409 -0.3003 -1.4140

Cartesian forces (eV/Å) of the 3 atoms listed first:
C 5.127 -1.573 -0.434
N -1.280 2.019 0.153
N -0.165 -0.558 0.669

***

(2)
# C2H5N3S2

One molecule with the formula C2H5N3S2 in a non-equilibrium geometry (wB97M-V/def2-TZVPD, the OMol25 dataset).

LUMO level   -0.95 eV
HOMO level   -0.32267 hartree
2S+1   1
E_tot   -28292.231 eV
SMILES   N/N=C(/N)C(=S)S

Geometry (Å):
C -0.1791 0.9969 -0.0873
C 0.5164 -0.2723 0.3285
H -2.6841 -0.0485 0.3556
H -3.0872 0.5916 -1.2847
H 1.6605 2.0727 -0.5670
H 0.2313 2.9119 -0.5472
H -0.7241 -0.9524 -1.8587
N -2.3354 0.2388 -0.5268
N -1.2615 1.2798 -0.6228
N 0.6109 2.2016 -0.0616
S 0.3319 -1.6436 -1.0999
S 1.1358 -0.5416 1.7832

Cartesian forces (eV/Å) of the 3 atoms listed first:
C 3.262 2.071 -0.509
C -1.685 -1.470 -1.162
H -0.233 0.396 0.913

***

(3)
# C44H53As2BrCsN7O10S

C44H53As2BrCsN7O10S as an isolated structure in a non-equilibrium geometry (wB97M-V/def2-TZVPD, the OMol25 dataset).

Net charge   -2
LUMO level   2.26 eV
HOMO level   -0.03748 hartree
2S+1   1
E_tot   -280492.894 eV

Geometry (Å):
Cs 1.1257 0.3125 -1.0901
C 3.0222 -0.3485 2.6922
C 1.6235 -0.3888 2.0923
C 0.8262 0.8897 2.4219
N 0.8914 1.8226 1.3197
C 0.5709 3.0635 1.4393
C 0.1541 3.6875 2.6705
C -0.5500 4.8512 2.8752
C -1.1002 5.7623 1.9718
C -0.9345 5.7174 0.5812
C -0.1444 4.9251 -0.2109
C 0.7709 3.8616 0.1533
N 1.7522 3.4316 -0.5548
C 2.1239 3.9807 -1.8341
C 2.5803 2.8586 -2.7816
C 4.0004 2.3411 -2.5415
N 4.0772 1.4322 -1.4191
C 5.2286 1.1641 -0.9152
C 6.4795 1.6519 -1.4688
C 7.7085 1.8335 -0.8895
C 8.1475 1.5748 0.4116
C 7.4129 0.8712 1.3622
C 6.1993 0.2267 1.2762
C 5.2404 0.1375 0.1988
N 4.3290 -0.7736 0.1035
C 4.3423 -1.8827 1.0360
C 3.8402 -1.6175 2.4845
H 2.9330 -0.1687 3.7707
H 3.5528 0.5107 2.2730
H 1.0850 -1.2727 2.4513
H 1.7265 -0.4738 1.0073
H 1.2175 1.3112 3.3601
H -0.2190 0.6360 2.6221
H 0.3878 3.1208 3.5642
H -0.7499 5.0727 3.9243
H -1.7064 6.5646 2.3761
H -1.5016 6.4702 0.0326
H -0.1721 5.1551 -1.2695
H 2.9668 4.6716 -1.6903
H 1.3328 4.5596 -2.3352
H 2.5236 3.2383 -3.8087
H 1.8718 2.0328 -2.6989
H 4.6698 3.2092 -2.4332
H 4.3297 1.8110 -3.4505
H 6.4122 1.9558 -2.5062
H 8.4542 2.2773 -1.5488
H 9.1401 1.9124 0.6873
H 7.9000 0.7690 2.3318
H 5.9098 -0.3092 2.1684
H 5.3568 -2.3085 1.1060
H 3.7072 -2.6565 0.5986
H 4.6926 -1.5936 3.1693
H 3.2310 -2.4757 2.7898
N 1.1211 -2.3089 -3.2983
N 0.4356 -3.4833 -3.0060
C 0.3960 -3.9684 -1.7511
N -0.2113 -5.2003 -1.6427
S 1.0412 -3.2088 -0.4236
H 0.5723 -1.7126 -3.9349
H 2.0261 -2.5233 -3.7049
H 0.0759 -4.0498 -3.7650
H -0.8968 -5.4536 -2.3381
H -0.4531 -5.4435 -0.6945
C -3.5006 -4.1422 -2.6910
O -3.0030 -3.5310 -1.5074
C -3.0775 -4.2637 -0.3826
O -3.5171 -5.3970 -0.3572
C -2.3975 -3.6012 0.7670
C -2.5500 -4.1194 2.0068
As -4.3630 -4.1383 2.7535
C -5.4382 -3.8607 1.1312
C -3.9373 -2.1603 3.0396
C -3.2179 -1.3694 2.2310
As -1.7410 -1.7416 0.8509
C -2.6429 -0.8791 -0.6567
C -3.2564 0.1225 2.3845
O -2.4947 0.8492 1.8012
O -4.2965 0.5795 3.1059
C -4.2993 2.0079 3.2708
C -4.4207 -1.6845 4.3851
O -3.6585 -1.5108 5.2971
O -5.7492 -1.5992 4.6202
C -6.6517 -1.6008 3.5251
C -1.5294 -3.8347 3.0835
O -0.3961 -3.4850 2.8868
O -2.0350 -4.1292 4.3007
C -1.2075 -3.8032 5.4222
H -3.2441 -3.4636 -3.4998
H -4.5823 -4.2711 -2.6256
H -3.0455 -5.1226 -2.8408
H -5.4697 -4.7848 0.5570
H -5.0452 -3.0494 0.5186
H -6.4471 -3.6097 1.4550
H -3.6561 -1.2342 -0.8280
H -2.0489 -1.0123 -1.5606
H -2.6501 0.1823 -0.4103
H -5.0712 2.2125 4.0081
H -4.5253 2.4933 2.3219
H -3.3245 2.3526 3.6122
H -7.5065 -1.0016 3.8343
H -6.9872 -2.6188 3.3156
H -6.2015 -1.1571 2.6374
H -0.4933 -3.0280 5.1523
H -0.6767 -4.7006 5.7430
H -1.8770 -3.4481 6.1998
Br -1.1291 2.6728 -9.3612
C -0.9652 2.8041 -7.4605
C -1.0794 4.0503 -6.8692
C -0.9576 4.1397 -5.4890
C -0.7309 3.0023 -4.7293
C -0.6206 1.7599 -5.3417
C -0.7349 1.6593 -6.7232
C -0.3578 0.5109 -4.4974
O -0.2568 -0.5737 -5.1142
O -0.2615 0.6995 -3.2694
H -1.2538 4.9293 -7.4744
H -1.0347 5.1063 -5.0077
H -0.6223 3.0535 -3.6547
H -0.6392 0.6860 -7.1836

Cartesian forces (eV/Å) of the 3 atoms listed first:
Cs 0.661 -0.347 0.046
C 0.008 0.036 -0.016
C 0.044 0.155 0.180

***

(4)
# C20H32Br6Cl8CuO8

C20H32Br6Cl8CuO8 as an isolated structure in a non-equilibrium geometry (wB97M-V/def2-TZVPD, the OMol25 dataset).

Net charge   +1
LUMO level (spin up / spin down)   -4.38 / -7.01 eV
HOMO level (spin up / spin down)   -0.44728 / -0.44725 hartree
2S+1   3
E_tot   -602700.084 eV

Geometry (Å):
Cu -1.5381 -1.8159 -0.6084
O -1.7364 -0.7931 1.3836
C -0.6822 0.1547 1.3939
C 0.5366 0.0363 0.3810
O 0.2747 -0.5018 -0.9082
H -0.2284 0.1636 2.3848
H -1.1358 1.1449 1.3505
H 1.3114 -0.6211 0.7756
H 1.0055 1.0189 0.3297
O 0.8287 -4.5690 -5.3003
C 1.5711 -3.6265 -4.9260
O 1.9429 -3.5039 -3.5991
C 2.5925 -2.2506 -3.3896
C 3.2559 -2.1346 -4.7952
C 2.1507 -2.4819 -5.7669
H 3.3114 -2.2686 -2.5705
H 1.9159 -1.4571 -3.0720
H 4.1442 -2.7495 -4.9400
H 3.6811 -1.1486 -4.9826
H 2.4915 -2.7929 -6.7544
H 1.3506 -1.7489 -5.8702
O 3.5261 -3.0458 6.2322
C 2.7764 -2.4339 5.4978
O 2.9857 -1.1765 5.0435
C 1.9394 -0.7398 4.1459
C 1.2443 -2.0532 3.6888
C 1.5402 -3.0440 4.8380
H 2.4648 -0.1926 3.3632
H 1.1704 -0.0890 4.5621
H 1.7030 -2.3975 2.7619
H 0.1800 -1.8711 3.5391
H 1.7001 -4.0725 4.5143
H 0.7675 -3.0686 5.6064
O -3.0575 -0.2645 -1.4632
C -3.1699 0.7846 -2.0733
O -3.8494 0.8417 -3.1774
C -3.7942 2.1116 -3.7936
C -3.3898 3.0480 -2.6504
C -2.5535 2.1570 -1.7848
H -4.7017 2.4965 -4.2586
H -3.0157 2.0001 -4.5484
H -4.3000 3.4021 -2.1663
H -2.8542 3.9012 -3.0666
H -2.4276 2.4912 -0.7550
H -1.5237 2.1345 -2.1414
C -2.3175 -3.3397 3.8063
Cl -4.0722 -3.2104 3.7515
Cl -1.7642 -3.3805 5.4669
H -2.0490 -4.2468 3.2648
H -1.8518 -2.4740 3.3354
C 0.9564 1.5487 -3.7436
Cl 1.4661 3.1170 -4.4009
Cl -0.3525 0.8070 -4.6469
H 1.7821 0.8378 -3.7125
H 0.6224 1.5874 -2.7068
C 4.8419 -1.3997 1.5571
Cl 4.4876 -3.0000 2.2359
Cl 5.6070 -0.5605 2.9038
H 5.5282 -1.5079 0.7173
H 3.9171 -0.9256 1.2283
C -1.7656 3.9134 2.3689
Cl -2.7277 5.4405 2.7804
Cl 0.0166 4.1338 2.5787
H -2.0993 3.0985 3.0113
H -1.9196 3.7416 1.3036
C 1.2473 5.2162 -0.7370
Br -0.4762 4.8650 -1.5423
Br 2.4349 6.3266 -1.7811
Br 2.1454 3.5765 -0.1419
H 1.2125 5.6578 0.2589
C -4.8852 0.1945 2.1200
Br -6.0995 0.5416 3.7008
Br -4.4274 1.8986 1.2278
Br -5.8949 -1.1118 0.9605
H -3.9670 -0.3195 2.4045

Cartesian forces (eV/Å) of the 3 atoms listed first:
Cu -0.399 1.263 -0.051
O 1.797 0.627 -0.822
C 0.043 -0.902 -0.590